Computed, not measured: an isolated molecule of C6H11NO, with wB97M-V/def2-TZVPD.

Geometry (Å):
C  0.51055  0.61275  -0.85329
C  -0.74480  -1.18813  1.56915
C  1.65922  -0.38037  -0.84980
C  -0.74047  0.05992  -1.65700
C  0.09160  1.01006  0.53673
C  -1.06451  0.21043  1.12704
N  0.62559  1.99762  1.17721
O  -2.09894  0.80692  1.40959
H  0.82614  1.52645  -1.37082
H  0.15962  2.10909  2.08851
H  0.20937  -1.20351  2.10175
H  -1.52243  -1.54018  2.25245
H  -0.70396  -1.86777  0.71671
H  1.36233  -1.34526  -0.42984
H  2.49160  -0.00507  -0.24379
H  2.02696  -0.55079  -1.86673
H  -0.45772  0.02416  -2.71401
H  -0.99398  -0.96419  -1.36972
H  -1.63618  0.68787  -1.62412

Cartesian forces, eV/Å:
C -1.2 0.1 -0.8
C -0.6 -0.3 0.2
C 0.4 -0.2 0.1
C 1.0 0.2 -0.2
C 0.2 1.1 0.5
C -0.5 1.6 1.3
N -0.8 -1.5 -0.7
O 1.0 -1.1 -0.5
H 0.1 -0.1 0.2
H 0.1 0.0 -0.3
H 0.0 0.0 -0.2
H 0.0 0.1 -0.2
H 0.2 0.0 0.0
H 0.0 0.0 -0.1
H -0.1 0.0 -0.1
H -0.1 0.0 0.1
H 0.0 -0.1 0.1
H 0.0 0.1 0.1
H 0.2 0.0 0.4

structure (SMILES) = [H]/N=C(\C(C)=O)C(C)C
electronic energy = -365.19087 a.u.
gap between HOMO and LUMO = 10.382 eV